Record 1
# C8H10ClN3

A single C8H10ClN3 molecule (ωB97M-V/def2-TZVPD, the OMol25 dataset).

For the frontier orbital gap, the calculation gives 8.151 eV. For the HOMO energy, the calculation gives -8.11 eV.

Each line ends with the Mulliken charge.
Geometry (Å):
Cl1 -1.458 -0.848 2.436  -0.15
N1 2.243 0.034 2.245  -0.52
N2 0.154 1.330 -0.524  0.03
N3 -1.006 -2.653 0.076  -0.55
C1 -0.014 -0.917 1.515  0.66
C2 1.172 -0.268 1.936  0.06
C3 -0.472 0.194 -0.351  0.41
C4 0.748 1.626 -1.873  -0.97
C5 0.380 2.161 0.652  -0.72
C6 0.079 -2.314 0.940  -0.83
C7 -1.460 -1.952 -0.824  -0.03
C8 -1.248 -0.498 -1.148  -0.49
H1 -0.061 -3.026 1.788  0.32
H2 -1.791 -0.189 -2.064  0.31
H3 0.882 1.573 1.463  0.23
H4 1.561 1.054 -2.166  0.30
H5 1.060 2.667 -1.940  0.35
H6 -2.178 -2.437 -1.537  0.32
H7 -0.582 2.572 1.052  0.24
H8 1.114 2.945 0.321  0.28
H9 1.009 -2.493 0.497  0.37
H10 -0.132 1.441 -2.493  0.35

=====

Record 2
# C8H10F5O2STeTl

C8H10F5O2STeTl as an isolated structure (ωB97M-V/def2-TZVPD, the OMol25 dataset).

For the frontier orbital gap, the calculation gives 8.717 eV. For the HOMO energy, the calculation gives -9.53 eV.

Each line ends with the Mulliken charge.
Geometry (Å):
Tl1 -2.353 -2.061 -0.470  0.89
Te1 -2.344 -1.419 2.803  1.89
S1 1.025 -1.962 0.351  0.67
F1 -3.183 -0.150 1.539  -0.49
F2 -2.066 -2.710 4.184  -0.42
F3 -4.004 -1.120 3.696  -0.37
F4 -3.445 -2.814 1.950  -0.48
F5 -1.770 -0.004 3.958  -0.42
O1 -0.885 -1.591 1.858  -0.69
O2 0.164 -2.831 -0.501  -0.68
C1 0.328 3.618 -2.010  -1.46
C2 -0.042 1.137 -2.076  -0.74
C3 0.445 2.253 -1.404  0.98
C4 0.123 -0.132 -1.549  -0.43
C5 2.687 -2.108 -0.451  -1.07
C6 0.760 -0.299 -0.330  0.06
C7 1.065 2.069 -0.173  -0.68
C8 1.209 0.805 0.371  -0.63
H1 3.325 -1.329 -0.054  0.37
H2 3.090 -3.082 -0.199  0.37
H3 2.572 -2.024 -1.523  0.34
H4 -0.684 3.802 -2.365  0.36
H5 -0.197 -1.001 -2.110  0.80
H6 1.679 0.672 1.331  0.44
H7 0.590 4.389 -1.291  0.36
H8 0.999 3.702 -2.865  0.31
H9 1.449 2.925 0.361  0.33
H10 -0.537 1.266 -3.028  0.40

=====

Record 3
# C8H10F6O4

A 2-piece molecular cluster, C8H10F6O4 overall (ωB97M-V/def2-TZVPD, the OMol25 dataset).

As for the structure (SMILES): CCOC(=O)C(F)(F)F.CCOC(=O)C(F)(F)F. For the frontier orbital gap, the calculation gives 11.935 eV. For the HOMO energy, the calculation gives -11.22 eV.

Each line ends with the Mulliken charge.
Geometry (Å):
F1 48.039 64.291 68.698  -0.21
F2 49.534 65.352 64.121  -0.24
F3 47.870 65.826 65.280  -0.26
F4 49.309 67.410 64.833  -0.25
F5 46.144 63.671 67.742  -0.23
F6 46.974 62.534 69.466  -0.25
O1 49.462 66.423 67.430  -0.52
O2 49.120 61.734 67.904  -0.54
O3 50.770 64.815 66.306  -0.27
O4 47.852 62.513 66.147  -0.18
C1 48.574 61.985 65.079  -0.03
C2 48.213 62.384 67.474  0.30
C3 49.790 65.781 66.459  0.37
C4 49.169 66.113 65.124  0.89
C5 52.586 65.415 67.733  -1.12
C6 51.577 64.324 67.402  -0.06
C7 47.288 63.229 68.347  0.93
C8 47.662 61.908 63.938  -1.34
H1 50.807 63.946 68.182  0.18
H2 46.986 62.653 63.754  0.40
H3 53.238 65.624 66.940  0.39
H4 52.180 66.479 67.969  0.26
H5 49.029 60.968 65.341  0.34
H6 46.963 61.059 64.342  0.28
H7 48.168 61.404 63.117  0.38
H8 51.863 63.501 66.857  0.29
H9 53.286 65.140 68.561  0.35
H10 49.419 62.581 64.696  0.17

=====

Record 4
# C8H10N2

A single C8H10N2 molecule (ωB97M-V/def2-TZVPD, the OMol25 dataset).

Its expectation value of S² is 2.0356. For the frontier orbital gap (spin up / spin down), the calculation gives 6.695 / 7.378 eV. The spin multiplicity is 3. For the HOMO energy (spin up / spin down), the calculation gives -5.98 / -9.88 eV.

Each line ends with the Mulliken charge.
Geometry (Å):
N1 2.389 -0.958 -2.088  -0.57
N2 -0.958 -1.351 -1.322  -0.37
C1 1.315 -0.725 -1.750  0.51
C2 -0.934 -2.368 -0.452  -0.18
C3 0.768 -0.180 0.885  -0.02
C4 -0.639 -2.208 0.864  -0.51
C5 -0.079 -0.467 -1.599  0.44
C6 -0.202 -0.949 1.402  -0.23
C7 1.082 1.197 1.369  -1.20
C8 -0.534 0.800 -2.275  -1.43
H1 2.095 1.240 1.771  0.31
H2 -0.768 -0.574 2.250  0.32
H3 1.508 -0.616 0.239  0.51
H4 0.383 1.516 2.140  0.36
H5 1.031 1.902 0.537  0.27
H6 -1.447 -3.255 -0.797  0.41
H7 -1.218 0.551 -3.084  0.38
H8 0.308 1.360 -2.673  0.33
H9 -1.079 1.417 -1.564  0.31
H10 -0.980 -2.963 1.557  0.36

=====

Record 5
# C8H10N2O

An isolated ion of composition C8H10N2O and charge +2 (ωB97M-V/def2-TZVPD, the OMol25 dataset).

For the frontier orbital gap (spin up / spin down), the calculation gives 4.534 / 4.652 eV. As for the charge: +2. For the HOMO energy (spin up / spin down), the calculation gives -16.25 / -16.32 eV.

Each line ends with the Mulliken charge.
Geometry (Å):
O1 0.355 -1.505 -1.155  -0.25
N1 -0.938 0.555 0.596  0.23
N2 -0.954 0.903 -1.675  -0.06
C1 -2.179 0.276 0.010  0.04
C2 2.510 -1.858 -0.758  -0.53
C3 -2.159 0.449 -1.363  -0.20
C4 -0.545 0.897 1.903  -0.74
C5 1.257 -2.379 -1.204  -0.07
C6 -0.002 0.861 -0.520  0.05
C7 0.906 -0.300 -0.681  0.17
C8 2.217 -0.534 -0.283  -0.62
H1 0.484 0.894 2.038  0.36
H2 3.418 -2.542 -0.601  0.36
H3 0.805 -3.346 -1.509  0.42
H4 0.528 1.883 -0.474  0.38
H5 -0.779 1.941 2.000  0.41
H6 -3.054 0.125 -2.058  0.41
H7 -2.932 -0.122 0.686  0.50
H8 -0.642 1.180 -2.702  0.36
H9 -0.953 0.222 2.668  0.33
H10 2.937 0.223 -0.020  0.45

=====

Record 6
# C8H10N2OS

C8H10N2OS as an isolated structure (ωB97M-V/def2-TZVPD, the OMol25 dataset).

Its expectation value of S² is 2.0325. For the frontier orbital gap (spin up / spin down), the calculation gives 4.900 / 6.715 eV. The spin multiplicity is 3. For the HOMO energy (spin up / spin down), the calculation gives -4.37 / -8.73 eV.

Each line ends with the Mulliken charge.
Geometry (Å):
S1 0.669 -0.882 1.544  0.24
O1 -0.071 -0.895 2.814  -0.60
N1 0.507 0.576 -0.805  -0.43
N2 2.124 1.285 1.217  -0.07
C1 -2.218 -2.535 -0.899  -0.19
C2 -0.447 -0.328 -0.925  0.14
C3 -1.335 -0.557 -1.934  -0.21
C4 0.894 0.812 1.000  -0.03
C5 -1.358 -2.277 0.128  -0.44
C6 -0.529 -1.202 0.192  0.44
C7 2.296 2.686 1.031  -0.88
C8 -2.284 -1.581 -1.983  -0.97
H1 1.446 3.147 0.347  0.24
H2 -1.354 0.038 -2.892  0.23
H3 -2.890 -1.604 -2.824  0.45
H4 -2.959 -3.416 -0.649  0.23
H5 2.855 0.655 1.365  0.21
H6 3.169 2.824 0.322  0.35
H7 2.286 3.212 1.917  0.36
H8 -1.353 -3.013 0.922  0.32
H9 0.481 1.475 -1.233  0.29
H10 0.073 1.578 1.347  0.32

=====

Record 7
# C8H10N2SeV

C8H10N2SeV as an isolated structure (ωB97M-V/def2-TZVPD, the OMol25 dataset).

Its expectation value of S² is 0.7940. For the frontier orbital gap (spin up / spin down), the calculation gives 7.365 / 7.949 eV. The spin multiplicity is 2. For the HOMO energy (spin up / spin down), the calculation gives -8.06 / -8.18 eV.

Each line ends with the Mulliken charge.
Geometry (Å):
Se1 -3.056 -3.112 1.833  -0.13
V1 0.163 -0.063 0.111  0.52
N1 0.093 1.362 1.330  -0.37
N2 -1.035 -1.381 0.608  -0.67
C1 -0.951 2.175 0.786  -0.31
C2 0.747 -0.849 -1.879  -0.16
C3 -1.168 1.480 -0.575  -0.57
C4 -1.876 -2.088 1.096  0.10
C5 2.175 -1.024 -0.047  -0.25
C6 1.290 -1.763 -0.910  -0.65
C7 1.340 0.441 -1.649  -0.64
C8 2.236 0.328 -0.526  -0.47
H1 2.769 -1.436 0.769  0.45
H2 -0.739 2.070 -1.393  0.17
H3 2.890 1.111 -0.150  0.45
H4 -1.876 2.174 1.393  0.27
H5 -0.659 3.234 0.705  0.30
H6 -2.189 1.151 -0.773  0.32
H7 0.460 1.599 2.248  0.18
H8 1.110 -2.836 -0.874  0.46
H9 1.170 1.330 -2.249  0.61
H10 0.062 -1.092 -2.687  0.40

=====

Record 8
# C8H10N3PdSbSe5

C8H10N3PdSbSe5 as an isolated structure (ωB97M-V/def2-TZVPD, the OMol25 dataset).

For the frontier orbital gap, the calculation gives 5.017 eV. As for the charge: -2. For the HOMO energy, the calculation gives -1.25 eV.

Each line ends with the Mulliken charge.
Geometry (Å):
Sb1 3.896 3.589 0.101  0.64
Pd1 1.113 1.295 0.052  0.08
Se1 3.459 1.062 0.089  -0.33
Se2 4.773 4.647 -1.883  -0.72
Se3 0.218 -1.220 0.015  -0.22
Se4 4.750 4.551 2.141  -0.72
Se5 1.352 3.656 0.058  -0.40
N1 -3.453 1.724 -0.032  0.02
N2 2.801 -5.192 -0.047  -0.66
N3 -0.982 1.554 0.042  -0.19
C1 1.310 -2.775 -0.026  -0.07
C2 2.097 -4.780 -1.103  -0.23
C3 2.774 -4.379 1.013  -0.21
C4 -4.057 2.217 -1.259  -0.92
C5 1.360 -3.609 -1.146  -0.31
C6 -4.143 2.016 1.214  -0.91
C7 -2.126 1.638 0.007  0.16
C8 2.067 -3.191 1.073  -0.24
H1 2.129 -5.429 -1.974  0.32
H2 -5.151 1.603 1.164  0.30
H3 -4.114 3.311 -1.274  0.31
H4 -3.464 1.884 -2.107  0.34
H5 -3.609 1.547 2.036  0.34
H6 -5.064 1.806 -1.346  0.30
H7 3.359 -4.702 1.870  0.33
H8 2.096 -2.581 1.966  0.34
H9 -4.207 3.094 1.400  0.31
H10 0.818 -3.334 -2.042  0.34

=====

Record 9
# C8H10N4S2

A single C8H10N4S2 molecule (ωB97M-V/def2-TZVPD, the OMol25 dataset).

As for the structure (SMILES): Cn1ccnc1SSc1nccn1C. For the frontier orbital gap, the calculation gives 8.432 eV. For the HOMO energy, the calculation gives -8.34 eV.

Each line ends with the Mulliken charge.
Geometry (Å):
S1 -1.003 -1.641 1.727  -0.14
S2 0.741 -0.614 2.404  -0.14
N1 1.893 -0.720 -0.109  0.26
N2 -1.915 0.578 0.364  0.26
N3 -1.328 -1.151 -0.919  -0.45
N4 1.337 1.316 0.609  -0.45
C1 1.929 -2.169 -0.201  -0.90
C2 1.892 1.407 -0.636  -0.65
C3 -1.438 -0.709 0.318  0.15
C4 2.223 0.163 -1.096  0.00
C5 -1.743 -0.122 -1.698  -0.67
C6 -2.115 0.955 -0.939  -0.09
C7 -2.006 1.442 1.536  -0.92
C8 1.353 0.027 0.910  0.14
H1 0.975 -2.541 -0.579  0.33
H2 -2.293 0.847 2.397  0.33
H3 -1.743 -0.247 -2.756  0.44
H4 2.048 2.364 -1.140  0.39
H5 -2.465 1.948 -1.175  0.40
H6 2.731 -2.460 -0.845  0.36
H7 -1.064 1.944 1.707  0.34
H8 2.107 -2.598 0.816  0.30
H9 2.657 -0.222 -2.046  0.36
H10 -2.774 2.204 1.352  0.34

=====

Record 10
# C8H10NO2

C8H10NO2 as an isolated structure (ωB97M-V/def2-TZVPD, the OMol25 dataset).

For the frontier orbital gap (spin up / spin down), the calculation gives 7.794 / 7.794 eV. As for the charge: +1. For the HOMO energy (spin up / spin down), the calculation gives -12.15 / -12.14 eV.

Each line ends with the Mulliken charge.
Geometry (Å):
O1 1.533 -1.918 0.114  -0.47
O2 0.970 1.721 -0.351  -0.39
N1 -0.448 -0.540 -0.175  0.20
C1 0.834 -0.931 -0.526  -0.50
C2 3.133 0.611 0.104  -0.92
C3 -2.261 0.871 -0.841  -0.47
C4 -1.114 -0.835 0.945  0.21
C5 1.699 0.860 -0.084  0.69
C6 -1.020 0.422 -1.040  -0.06
C7 -2.970 0.450 0.251  -0.18
C8 -2.396 -0.372 1.119  -0.66
H1 3.580 1.149 0.986  0.34
H2 1.212 -2.087 1.015  0.28
H3 -2.553 1.633 -1.603  0.33
H4 -0.560 0.691 -1.992  0.30
H5 3.457 0.713 -0.918  0.33
H6 1.246 -0.713 -1.493  0.62
H7 -3.908 0.876 0.550  0.40
H8 -2.899 -0.588 2.082  0.35
H9 3.079 -0.510 0.233  0.34
H10 -0.615 -1.504 1.624  0.25

=====

Record 11
# C8H10O

A single C8H10O molecule (ωB97M-V/def2-TZVPD, the OMol25 dataset).

For the frontier orbital gap (spin up / spin down), the calculation gives 8.440 / 8.366 eV. For the HOMO energy (spin up / spin down), the calculation gives -8.05 / -8.10 eV.

Each line ends with the Mulliken charge.
Geometry (Å):
O1 -2.118 -0.794 0.110  -0.39
C1 -0.863 -1.342 0.025  0.59
C2 -3.338 1.292 0.041  -0.94
C3 -2.340 0.478 -0.063  0.46
C4 1.696 -1.140 -0.028  -1.51
C5 -0.652 -2.671 0.112  -1.30
C6 0.239 0.860 -0.158  0.19
C7 0.998 2.084 -0.100  -1.25
C8 0.370 -0.437 -0.024  0.97
H1 0.251 -3.204 0.145  0.31
H2 1.995 -1.735 0.824  0.39
H3 -1.464 -3.252 0.170  0.38
H4 1.677 -1.915 -0.729  0.39
H5 0.976 2.482 -1.050  0.32
H6 -4.230 1.058 0.479  0.33
H7 2.070 1.992 0.364  0.30
H8 -3.225 2.258 -0.323  0.25
H9 0.690 2.921 0.611  0.27
H10 2.548 -0.331 -0.053  0.23

=====

Record 12
# C8H10O2

A 2-piece molecular cluster, C8H10O2 overall (ωB97M-V/def2-TZVPD, the OMol25 dataset).

As for the structure (SMILES): c1ccccc1.CC(=O)O. For the frontier orbital gap, the calculation gives 9.878 eV. For the HOMO energy, the calculation gives -9.29 eV.

Each line ends with the Mulliken charge.
Geometry (Å):
O1 -4.994 1.932 -1.038  -0.50
O2 -3.842 1.184 0.731  -0.45
C1 3.508 -0.835 -0.369  -0.52
C2 1.808 -0.580 1.711  -0.02
C3 2.314 -1.574 -0.331  -0.27
C4 -4.160 1.205 -0.630  0.55
C5 -3.396 0.464 -1.606  -0.66
C6 1.512 -1.630 0.732  -0.50
C7 3.579 0.300 0.459  -0.12
C8 2.798 0.340 1.596  -0.45
H1 2.147 -2.285 -1.084  0.37
H2 -3.040 -0.578 -1.290  0.27
H3 0.898 -0.778 2.375  0.20
H4 -3.924 0.352 -2.552  0.28
H5 4.322 0.997 0.261  0.42
H6 -2.489 1.328 -1.661  0.19
H7 2.739 1.413 2.130  0.21
H8 4.013 -0.706 -1.406  0.23
H9 0.697 -2.248 0.823  0.45
H10 -4.489 1.701 1.150  0.32

=====

Respective energy relative to the best compared isomer or geometry (same formula, charge and spin) values: 3.972, 0.968, 1.762, 0.646, 1.593, 2.750, 0.000, 1.005, 0.041, 3.312, 6.889, 2.857 eV.
Respective M values: 183.64, 597.21, 284.15, 134.18, 150.18, 182.25, 264.09, 771.17, 226.33, 152.17, 122.17, 138.17 g/mol.
Respective total energy values: -935.12990, -1799.34145, -1210.96341, -420.16045, -494.80117, -893.53443, -3765.73252, -12850.53912, -1326.25328, -515.72825, -385.82063, -461.23355 hartree.